[1]
Entry from OMol25: 4 unconnected molecules or ions with the total composition C2H12NO3S (ωB97M-V/def2-TZVPD).

The net charge is -1. For the LUMO energy, the calculation gives 3.669 eV. Its energy is -762.096783 Ha. For the energy above the lowest of the compared OMol25 structures with the same formula, charge and spin, the calculation gives 0.727 eV. The highest occupied orbital energy is -3.170 eV.

CARTESIAN COORDINATES (ANGSTROEM)
C1 -1.948 -0.274 1.262
C2 -2.011 1.228 0.950
S1 -0.612 2.071 0.084
N1 -0.910 -1.064 0.560
H1 -2.875 -0.762 0.971
H2 -1.758 -0.453 2.315
H3 -2.137 1.834 1.847
H4 -2.879 1.418 0.315
H5 -0.069 -0.508 0.453
H6 -1.250 -1.233 -0.378
H7 1.921 0.569 1.639
H8 1.711 0.854 0.135
O1 2.337 0.477 0.772
H9 3.084 -2.225 -0.501
H10 1.799 -2.245 -1.260
O2 2.425 -2.847 -0.832
H11 0.481 1.416 -3.144
H12 1.315 0.677 -2.155
O3 1.378 1.066 -3.035

***

[2]
Entry from OMol25: 4 unconnected molecules or ions with the total composition C2H12NO4 (ωB97M-V/def2-TZVPD).

The net charge is -1. For the LUMO energy, the calculation gives 3.823 eV. Its energy is -439.145526 Ha. For the energy above the lowest of the compared OMol25 structures with the same formula, charge and spin, the calculation gives 0.444 eV. The highest occupied orbital energy is -4.417 eV.

CARTESIAN COORDINATES (ANGSTROEM)
C1 -1.062 0.426 1.220
N1 -0.627 0.281 -0.180
C2 0.616 1.006 -0.425
O1 1.634 0.748 0.508
H1 -0.799 1.438 1.537
H2 -0.539 -0.270 1.873
H3 -2.132 0.301 1.327
H4 -0.517 -0.717 -0.340
H5 0.393 2.069 -0.441
H6 0.941 0.659 -1.414
H7 -1.551 1.431 -1.822
H8 -1.553 2.875 -1.415
O2 -1.572 2.328 -2.205
H9 2.390 -2.281 1.565
H10 1.593 -0.221 0.725
O3 1.605 -1.840 1.239
H11 0.608 -2.323 0.097
H12 0.561 -3.214 -1.220
O4 0.013 -2.695 -0.630

***

[3]
Entry from OMol25: 4 unconnected molecules or ions with the total composition C2H12O3 (ωB97M-V/def2-TZVPD).

The SMILES is CC.O.O.O. For the LUMO energy, the calculation gives 0.532 eV. Its energy is -309.088184 Ha. For the energy above the lowest of the compared OMol25 structures with the same formula, charge and spin, the calculation gives 0.599 eV. The highest occupied orbital energy is -10.952 eV.

CARTESIAN COORDINATES (ANGSTROEM)
C1 1.572 -0.074 -0.995
C2 1.858 -0.541 0.363
H1 0.796 -0.652 -1.551
H2 1.189 0.938 -1.011
H3 2.465 0.046 -1.605
H4 1.064 -0.627 1.038
H5 2.580 0.033 0.915
H6 2.250 -1.570 0.249
O1 -1.380 -2.330 -0.007
H7 -1.536 -2.557 -0.964
H8 -0.485 -2.603 0.114
O2 -2.200 1.066 2.392
H9 -1.590 1.480 2.967
H10 -1.900 1.290 1.513
O3 -1.443 1.996 -0.794
H11 -1.501 1.275 -1.437
H12 -1.738 2.829 -1.186

***

[4]
Entry from OMol25: 4 unconnected molecules or ions with the total composition C2H12O3S (ωB97M-V/def2-TZVPD).

The SMILES is CSC.O.O.O. For the LUMO energy, the calculation gives 0.322 eV. Its energy is -707.253047 Ha. For the energy above the lowest of the compared OMol25 structures with the same formula, charge and spin, the calculation gives 1.401 eV. The highest occupied orbital energy is -8.389 eV.

CARTESIAN COORDINATES (ANGSTROEM)
C1 -1.127 1.580 1.019
S1 -2.697 0.846 0.474
C2 -2.351 -0.957 0.503
H1 -1.535 2.576 1.271
H2 -0.252 1.405 0.363
H3 -0.910 1.237 1.983
H4 -3.085 -1.537 -0.048
H5 -1.377 -1.229 0.206
H6 -2.537 -1.212 1.513
O1 1.522 -1.266 1.005
H7 0.993 -0.523 0.632
H8 1.814 -1.647 0.181
O2 1.461 -0.052 -2.502
H9 2.063 -0.598 -1.998
H10 1.082 -0.310 -3.361
O3 4.333 -0.572 -0.495
H11 4.292 -0.385 -1.436
H12 4.938 0.073 -0.076

***

[5]
Entry from OMol25: 4 unconnected molecules or ions with the total composition C2H12O3S2 (ωB97M-V/def2-TZVPD).

Its multiplicity is 2. The net charge is +1. For the LUMO energy (spin up / spin down), the calculation gives -4.404 / -7.372 eV. Its energy is -1105.171028 Ha. For the energy above the lowest of the compared OMol25 structures with the same formula, charge and spin, the calculation gives 0.801 eV. The highest occupied orbital energy (spin up / spin down) is -13.864 / -13.864 eV.

CARTESIAN COORDINATES (ANGSTROEM)
C1 -0.508 1.499 1.016
S1 1.118 2.219 0.739
S2 0.821 2.832 -1.176
C2 -0.524 1.945 -1.987
H1 -0.327 0.836 1.875
H2 -0.862 0.812 0.272
H3 -1.167 2.308 1.348
H4 -0.762 2.473 -2.914
H5 -1.438 1.875 -1.391
H6 -0.185 0.931 -2.259
H7 -1.910 -2.706 2.094
H8 -2.696 -2.673 3.407
O1 -1.841 -2.915 3.034
H9 2.159 -1.771 -2.396
H10 1.405 -2.918 -2.180
O2 2.082 -2.434 -1.690
H11 1.605 -1.458 0.412
H12 1.824 -0.264 1.228
O3 1.205 -0.592 0.568

***

[6]
Entry from OMol25: 5 unconnected molecules or ions with the total composition C2H12O4 (ωB97M-V/def2-TZVPD).

Its multiplicity is 2. The net charge is -1. For the LUMO energy (spin up / spin down), the calculation gives 3.882 / 3.541 eV. Its energy is -384.279961 Ha. For the energy above the lowest of the compared OMol25 structures with the same formula, charge and spin, the calculation gives 0.875 eV. The highest occupied orbital energy (spin up / spin down) is 0.710 / -7.281 eV.

CARTESIAN COORDINATES (ANGSTROEM)
C1 1.617 1.039 -1.866
C2 0.539 1.768 -2.056
H1 1.743 -0.011 -2.096
H2 2.549 1.390 -1.458
H3 -0.469 1.362 -2.096
H4 0.447 2.836 -1.881
H5 -2.423 0.151 1.365
H6 -2.224 0.907 0.082
O1 -2.136 1.014 1.037
H7 -0.993 -1.886 -0.540
H8 -2.353 -2.518 -0.111
O2 -1.907 -1.674 -0.270
H9 0.225 -1.376 0.981
H10 1.221 -0.792 -0.108
O3 0.793 -1.591 0.222
H11 0.728 0.430 2.720
H12 1.130 -0.962 3.126
O4 1.514 -0.088 2.948

***

[7]
Entry from OMol25: 5 unconnected molecules or ions with the total composition C2H12O4 (ωB97M-V/def2-TZVPD).

The SMILES is C=C.O.O.O.O. For the LUMO energy, the calculation gives 0.602 eV. Its energy is -384.308380 Ha. For the energy above the lowest of the compared OMol25 structures with the same formula, charge and spin, the calculation gives 1.430 eV. The highest occupied orbital energy is -9.789 eV.

CARTESIAN COORDINATES (ANGSTROEM)
C1 -1.978 -0.696 1.624
C2 -2.996 0.186 1.707
H1 -1.224 -0.627 2.344
H2 -1.982 -1.422 0.702
H3 -3.286 0.705 2.633
H4 -3.901 0.141 1.111
O1 1.549 -1.525 -0.669
H5 2.358 -1.119 -1.020
H6 1.015 -1.479 -1.447
O2 0.965 0.208 1.628
H7 1.669 0.063 2.259
H8 0.929 -0.472 0.959
O3 1.759 1.496 -0.889
H9 1.519 1.125 -0.007
H10 2.165 2.368 -0.680
O4 -0.360 0.127 -2.745
H11 -0.162 0.677 -1.974
H12 -0.564 0.658 -3.473

***

[8]
Entry from OMol25: 2 unconnected molecules or ions with the total composition C2H12Si3 (ωB97M-V/def2-TZVPD).

For the LUMO energy, the calculation gives -0.496 eV. Its energy is -951.727353 Ha. For the energy above the lowest of the compared OMol25 structures with the same formula, charge and spin, the calculation gives 1.629 eV. The highest occupied orbital energy is -8.107 eV.

CARTESIAN COORDINATES (ANGSTROEM)
C1 2.280 -1.274 0.829
C2 -0.698 1.842 0.941
Si1 -2.853 -0.329 -0.732
Si2 1.632 -0.580 -0.816
Si3 -0.076 1.099 -0.709
H1 3.128 -0.927 1.432
H2 1.462 -1.611 1.547
H3 2.778 -2.293 0.372
H4 -1.201 2.776 0.688
H5 -1.576 1.272 1.339
H6 0.049 2.001 1.768
H7 -2.611 -1.493 -1.586
H8 -4.140 0.368 -1.113
H9 -2.670 -0.981 0.720
H10 1.096 -1.749 -1.539
H11 3.030 -0.344 -1.473
H12 0.371 2.224 -1.667

***

[9]
Entry from OMol25: C2H12Si4 in the gas phase (ωB97M-V/def2-TZVPD).

For the LUMO energy (spin up / spin down), the calculation gives -1.614 / -0.906 eV. Its energy is -1241.178365 Ha. For the energy above the lowest of the compared OMol25 structures with the same formula, charge and spin, the calculation gives 2.720 eV. The highest occupied orbital energy (spin up / spin down) is -7.134 / -7.956 eV.

CARTESIAN COORDINATES (ANGSTROEM)
C1 -0.293 -2.150 1.137
C2 1.226 -1.177 -1.281
Si1 0.013 3.140 0.282
Si2 -2.111 0.376 -0.964
Si3 0.596 1.196 1.188
Si4 -0.225 -0.687 -0.159
H1 0.043 -1.982 2.218
H2 -1.263 -2.548 1.170
H3 0.410 -2.945 0.755
H4 1.994 -0.268 -1.215
H5 1.701 -2.139 -1.026
H6 0.785 -1.102 -2.277
H7 0.322 3.490 -1.142
H8 -0.355 4.468 0.969
H9 -3.515 -0.350 -0.656
H10 -2.073 0.162 -2.567
H11 2.056 1.313 0.851
H12 0.688 1.203 2.716

***

[10]
Entry from OMol25: C2H12Si4 in the gas phase (ωB97M-V/def2-TZVPD).

For the LUMO energy, the calculation gives -0.245 eV. Its energy is -1241.224666 Ha. For the energy above the lowest of the compared OMol25 structures with the same formula, charge and spin, the calculation gives 1.460 eV. The highest occupied orbital energy is -7.416 eV.

CARTESIAN COORDINATES (ANGSTROEM)
C1 0.948 -2.038 -0.250
C2 2.136 0.813 0.424
Si1 -2.701 0.899 0.083
Si2 -0.464 0.636 -2.000
Si3 -1.157 0.036 1.616
Si4 0.514 -0.187 0.053
H1 1.903 -2.044 -0.863
H2 1.175 -2.296 0.802
H3 0.392 -2.821 -0.810
H4 2.098 1.917 0.393
H5 2.453 0.517 1.430
H6 2.921 0.585 -0.327
H7 -2.800 2.304 0.508
H8 -3.942 0.779 -0.740
H9 -0.974 -0.447 -2.925
H10 0.555 1.542 -2.582
H11 -1.132 0.911 2.869
H12 -1.923 -1.106 2.318